# 1
16
Properties=species:S:1:pos:R:3:forces:R:3:mulliken_charge:R:1 method="wB97M-V/def2-TZVPD" e_lumo_ev="-9.132 / -10.767" s2=2.02 e_homo_ha="-0.555 / -0.589" total_charge=+2 spin_multiplicity=3 homo_lumo_gap_ev="5.978 / 5.248"
C -0.35590 -0.46252 -2.49185 0.0 0.1 -0.1 -1.35
C -0.72029 0.61535 -1.74956 -0.4 -0.3 -0.3 0.11
C 0.16365 1.46837 -0.93594 -0.1 1.8 1.4 -0.07
H -1.11728 -1.00690 -3.05494 0.2 0.2 -0.1 0.50
H 0.70001 -0.66359 -2.71044 -0.3 0.0 0.1 0.43
H -1.78433 0.84102 -1.63693 0.2 -0.1 -0.1 0.37
H -0.38504 1.95258 -0.11591 0.2 -0.3 -0.2 0.31
C 0.92332 2.43711 -1.62926 1.5 -3.0 -3.5 0.41
O 1.61325 2.68470 -2.52788 -1.4 0.8 2.8 -0.16
O -0.51530 -0.78173 1.34113 -2.2 -1.4 -0.1 -0.58
C 0.66155 -0.21489 1.46602 1.4 1.6 -0.8 0.41
C 1.33802 0.06986 0.29530 -0.2 -1.0 0.6 -0.99
Mg -0.31674 -1.69660 -0.49026 1.2 1.6 0.7 1.04
Hg -2.29605 -0.69847 2.99430 0.3 0.1 0.0 0.79
H 2.36906 0.41673 0.38183 -0.3 0.2 -0.3 0.34
H 0.98571 0.07308 2.47433 0.1 -0.4 -0.2 0.43

# 2
13
Properties=species:S:1:pos:R:3:forces:R:3:mulliken_charge:R:1 method="wB97M-V/def2-TZVPD" e_above_lowest_ev=3.937 smiles="C=CC=C.O" e_lumo_ev=0.298 e_homo_ha=-0.292 total_charge=0 homo_lumo_gap_ev=8.238
C -1.85987 -0.02638 -0.49643 1.8 -1.1 -0.1 -0.68
C -0.63382 -0.39965 -1.07178 -2.0 -0.7 -0.9 -0.07
C 0.54298 0.50847 -1.05238 -0.8 -1.5 1.2 -0.08
C 1.77311 -0.07319 -0.94867 -1.4 0.4 -0.1 -0.69
H -2.01426 1.07936 -0.39210 0.1 -1.2 0.8 0.25
H -2.56031 -0.80788 0.01463 0.9 1.7 -1.8 0.23
H -0.55873 -1.33429 -1.83678 0.0 1.6 2.8 0.28
H 0.23870 1.41060 -0.52027 0.6 1.2 -1.4 0.22
H 2.73339 0.29465 -1.21227 0.6 1.1 0.7 0.29
H 1.74006 -1.01676 -0.44788 0.2 -1.4 -1.1 0.25
O -0.04242 0.07237 2.36063 0.4 -0.2 -0.1 -0.61
H -0.23926 0.52499 3.18587 0.2 -0.1 0.0 0.30
H 0.88045 -0.23229 2.41745 -0.6 0.3 0.1 0.31

# 3
103
Properties=species:S:1:pos:R:3:forces:R:3:mulliken_charge:R:1 method="wB97M-V/def2-TZVPD" e_above_lowest_ev=3.459 e_lumo_ev=-6.546 e_homo_ha=-0.503 total_charge=+2 homo_lumo_gap_ev=7.137
Pb 1.99149 0.30380 -1.86815 0.0 0.1 0.1 1.30
C -5.55290 -1.77122 0.35059 0.0 0.0 0.0 -1.63
C -4.52481 -2.34879 -0.63782 0.0 0.0 0.0 1.69
C -5.22308 -2.63868 -1.97509 0.0 0.0 0.0 -1.67
C -3.97429 -3.66558 -0.08437 0.0 0.0 0.0 -1.80
C -3.41796 -1.31434 -0.80289 -0.1 0.1 -0.1 -0.04
C -2.29765 -1.33137 -0.06744 0.2 0.0 0.0 -0.36
C -1.32717 -0.24158 -0.15248 -0.1 0.0 -0.2 0.28
N -0.43012 -0.18931 0.74649 0.1 0.0 0.2 -0.35
C 0.48894 0.78142 1.22596 -0.2 0.0 0.0 1.40
C -0.10777 1.25407 2.53502 0.0 0.0 -0.2 -1.37
C 0.65190 1.00556 3.57771 0.0 0.0 0.1 -0.83
C 2.92155 1.74195 3.10053 0.0 0.0 0.0 -0.49
C 3.11073 2.27284 1.91485 0.1 0.0 -0.1 -0.66
C 2.49561 1.39409 0.83927 0.0 0.1 0.1 1.76
O 3.27807 1.11454 -0.17244 -0.1 -0.1 -0.1 -1.36
C 3.89620 3.53545 1.63990 0.0 0.0 -0.1 1.62
C 5.25468 3.18748 1.01264 0.0 0.0 0.0 -1.49
C 4.12599 4.31089 2.93739 0.0 0.0 0.0 -1.83
C 3.07051 4.38594 0.66369 0.0 0.0 0.0 -1.51
C 0.43264 0.93597 5.05668 0.1 0.0 0.0 2.24
C -0.87678 1.67912 5.34249 0.0 0.0 0.0 -1.83
C 0.27898 -0.55241 5.42608 0.0 0.0 0.0 -1.42
C 1.56437 1.54563 5.89144 0.0 0.0 0.0 -1.99
C -1.46344 0.70285 -1.34496 0.1 -0.1 0.1 1.12
O -0.45467 1.24181 -1.77896 -0.1 0.0 0.0 -0.69
C -2.76797 0.79626 -2.00904 0.0 0.0 0.0 -0.42
C -3.64039 -0.19094 -1.73504 -0.1 -0.1 0.1 -0.39
C -3.01463 1.88519 -3.04970 0.0 0.0 0.0 2.12
C -4.47585 1.88855 -3.50338 0.0 0.0 0.0 -2.07
C -2.13413 1.62856 -4.28486 0.0 0.0 0.0 -1.36
C -2.68987 3.26192 -2.45013 0.0 0.0 0.0 -1.77
H -6.38260 -2.46914 0.47126 0.0 0.0 0.0 0.46
H -5.10002 -1.60170 1.32847 0.0 0.0 0.0 0.35
H -5.96299 -0.82408 -0.00754 0.0 0.0 0.0 0.36
H -5.90964 -3.47494 -1.84468 0.0 0.0 0.0 0.47
H -5.81792 -1.79796 -2.33159 0.0 0.0 0.0 0.39
H -4.50915 -2.91615 -2.75545 0.0 0.0 0.0 0.30
H -4.77474 -4.40408 -0.04614 0.0 0.0 0.0 0.45
H -3.17886 -4.06386 -0.71869 0.0 0.0 0.0 0.39
H -3.58909 -3.56105 0.93034 0.0 0.0 0.0 0.33
H -2.10374 -2.07727 0.69050 0.0 0.0 0.0 0.45
H -1.11365 1.63998 2.59277 0.0 0.0 0.0 0.80
H 3.22583 1.99083 4.09780 0.0 0.0 0.0 0.68
H 5.89828 2.69004 1.74096 0.0 0.0 0.0 0.34
H 5.14412 2.54577 0.14200 0.0 0.0 0.0 0.26
H 5.74815 4.11100 0.70660 0.0 0.0 0.0 0.45
H 4.72152 3.73843 3.65239 0.0 0.0 0.0 0.37
H 4.67955 5.22360 2.71768 0.0 0.0 0.0 0.41
H 3.18312 4.59739 3.40921 0.0 0.0 0.0 0.37
H 2.98141 3.89562 -0.30694 0.0 0.0 0.0 0.25
H 2.06648 4.57418 1.04867 0.0 0.0 0.0 0.32
H 3.56319 5.34709 0.51538 0.0 0.0 0.0 0.53
H -1.72346 1.21402 4.83544 0.0 0.0 0.0 0.37
H -1.07133 1.63721 6.41339 0.0 0.0 0.0 0.43
H -0.81919 2.72848 5.04843 0.0 0.0 0.0 0.42
H -0.48436 -1.03074 4.81032 0.0 0.0 0.0 0.32
H 1.21502 -1.09733 5.31296 0.0 0.0 0.0 0.33
H -0.02998 -0.62447 6.46939 0.0 0.0 0.0 0.45
H 1.73866 2.59484 5.64575 0.0 0.0 0.0 0.40
H 1.27723 1.49900 6.94143 0.0 0.0 0.0 0.50
H 2.49278 0.97988 5.79341 0.0 0.0 0.0 0.32
H -4.58390 -0.18516 -2.26040 0.0 0.0 0.0 0.38
H -4.73757 0.98962 -4.06624 0.0 0.0 0.0 0.36
H -5.16427 1.98795 -2.66171 0.0 0.0 0.0 0.44
H -4.63860 2.74187 -4.16142 0.0 0.0 0.0 0.45
H -2.32562 0.62753 -4.68903 0.0 0.0 0.0 0.09
H -2.38674 2.34285 -5.06933 0.0 0.0 0.0 0.58
H -1.07170 1.73866 -4.06333 -0.1 0.0 0.0 0.20
H -3.33336 3.46895 -1.59270 0.0 0.0 0.0 0.38
H -1.65102 3.33826 -2.13351 0.0 0.0 0.0 0.33
H -2.87048 4.03752 -3.19501 0.0 0.0 0.0 0.49
C 2.67957 -3.67862 -1.25002 0.0 0.0 0.0 -1.00
C 2.66805 -2.75754 -0.08298 0.0 -0.1 0.0 -0.22
N 2.09181 -1.56927 -0.01421 0.0 0.0 -0.1 0.19
C 2.28263 -1.12757 1.28557 0.0 0.1 -0.1 -0.93
C 2.99833 -2.03679 1.98783 0.0 0.1 0.0 0.98
N 3.22826 -3.06842 1.10597 0.0 -0.1 0.1 -0.04
C 3.49307 -1.99852 3.40482 0.2 -0.3 0.0 0.44
O 4.65779 -1.35332 3.58713 -0.1 0.1 -0.1 -0.51
O 2.91964 -2.52250 4.30817 -0.1 0.1 0.0 -0.50
C 1.84735 0.22608 1.64001 0.1 0.0 0.0 0.54
O 2.01180 0.55006 3.07464 0.1 0.0 0.0 -0.26
O 1.09895 1.79357 0.40460 0.1 0.0 0.0 -0.66
H 2.71286 -3.10732 -2.17706 0.0 0.0 0.0 -0.01
H 1.78944 -4.30963 -1.24509 0.0 0.0 0.0 0.27
H 3.55235 -4.32977 -1.22364 0.0 0.0 0.0 0.49
H 3.68567 -3.94094 1.32499 0.0 0.0 0.0 0.28
H 5.00963 -1.02007 2.74949 0.0 0.0 0.0 0.43
C -1.47815 -3.19875 -5.34023 0.0 0.0 0.0 -1.10
C -0.03235 -2.88171 -5.40692 0.0 -0.1 0.0 0.77
N 0.79444 -3.25157 -6.32743 0.0 0.1 0.1 -0.72
N 1.99294 -2.71171 -5.95007 -0.1 -0.1 -0.1 0.20
C 1.94190 -2.00794 -4.82157 0.1 0.1 0.0 0.22
S 3.22425 -1.18438 -4.08884 0.1 -0.2 -0.1 -0.45
N 0.63556 -2.12585 -4.45106 -0.1 0.1 0.1 0.07
N 0.09141 -1.49109 -3.33545 0.0 -0.1 0.0 0.29
H -1.72766 -3.85468 -6.16988 0.0 0.0 0.0 0.40
H -2.08211 -2.29299 -5.41824 0.0 0.0 0.0 0.23
H -1.72903 -3.70396 -4.40607 0.0 0.0 0.0 0.27
H 2.80992 -2.83878 -6.52762 0.0 0.0 0.0 0.18
H -0.37700 -2.17904 -2.75226 0.0 0.0 0.0 0.14
H -0.58088 -0.78930 -3.63937 0.0 0.0 0.0 -0.15

# 4
100
Properties=species:S:1:pos:R:3:forces:R:3:mulliken_charge:R:1 method="wB97M-V/def2-TZVPD" e_above_lowest_ev=0.920 e_lumo_ev=-0.252 e_homo_ha=-0.232 total_charge=0 homo_lumo_gap_ev=6.053
C -9.15652 -1.62955 -2.25096 0.0 0.2 -0.1 -1.52
C -9.14888 -2.52416 -1.02243 0.1 0.2 0.4 1.10
C -9.78094 -3.88734 -1.30764 0.0 0.0 0.2 -1.38
C -9.85323 -1.84093 0.14625 0.5 0.0 -0.3 0.06
C -11.24318 -1.68358 0.09687 0.0 0.2 0.2 -0.23
C -11.94582 -1.23712 1.21032 0.2 0.0 -0.1 -1.38
C -11.25756 -1.00063 2.39955 0.1 0.1 -0.3 -0.49
C -9.86657 -1.11904 2.45443 0.4 0.3 0.1 0.52
C -9.13327 -0.94605 3.77261 0.1 -0.2 -0.1 1.88
C -9.98883 -1.32800 4.97848 0.1 -0.1 0.0 -1.93
C -8.62984 0.48484 3.92747 0.0 0.2 -0.1 -1.37
C -9.13655 -1.42438 1.28298 -0.6 -1.0 0.2 -0.92
N -7.70114 -1.71014 1.36755 0.9 -0.6 0.4 2.10
N -7.39699 -2.99428 1.72455 1.6 -0.2 0.2 -0.72
N -6.04424 -3.06395 1.73617 -2.4 1.5 -0.2 2.13
C -5.39973 -4.29937 2.14799 -0.6 -1.0 0.1 -2.20
C -5.25272 -5.34004 1.21954 0.2 0.4 -0.5 0.85
C -5.82626 -5.24308 -0.19729 -0.1 0.1 0.4 1.93
C -6.69965 -6.46771 -0.49095 -0.1 0.0 0.1 -1.58
C -4.70443 -5.12782 -1.22044 0.2 0.0 0.0 -1.37
C -4.51917 -6.47213 1.59033 -0.1 0.1 0.2 -0.13
C -4.03056 -6.60340 2.89265 0.0 -0.1 -0.1 -1.57
C -4.30884 -5.62801 3.84990 -0.2 0.0 -0.3 -0.58
C -5.06077 -4.50776 3.49303 0.0 0.6 0.0 0.70
C -5.52716 -3.51987 4.53854 0.0 0.2 -0.1 1.40
C -4.42202 -2.51463 4.85004 0.3 0.2 -0.1 -1.21
C -5.96474 -4.21798 5.82410 -0.1 0.0 -0.1 -1.77
C -5.48970 -1.83148 1.43559 0.7 -3.1 1.0 -0.83
C -4.08123 -1.56798 1.45452 1.8 0.4 0.2 0.89
C -3.66054 -0.23128 1.71213 -0.2 -0.3 -0.3 -1.06
C -2.35788 0.15455 1.46716 -0.5 -0.5 0.4 -1.38
C -1.43503 -0.82379 1.12031 0.3 -0.2 0.0 0.33
C -0.08280 -0.29112 0.83968 0.4 0.5 -0.2 1.03
F 0.79084 -1.19757 0.32937 -0.6 0.6 0.4 -0.28
F -0.22164 0.73038 -0.08100 0.3 -0.7 0.8 -0.31
F 0.49702 0.26515 1.94757 -0.2 -0.4 -0.9 -0.27
C -1.75137 -2.17771 1.04857 -0.1 0.6 0.3 -1.48
C -3.07564 -2.55248 1.23000 -0.6 0.3 0.0 0.55
C -6.51129 -0.95660 1.13629 -1.5 2.5 -1.3 1.42
C -6.32334 0.33089 0.60944 -1.2 -1.7 0.5 -2.37
H -8.65617 -0.68091 -2.03540 0.0 -0.1 -0.1 0.37
H -8.65063 -2.12026 -3.08782 -0.1 0.1 0.0 0.43
H -10.18916 -1.40620 -2.53868 0.1 0.0 -0.1 0.33
H -8.11231 -2.68470 -0.70901 -0.1 0.0 -0.2 -0.56
H -9.72911 -4.52539 -0.41428 -0.1 0.1 -0.2 0.31
H -10.83722 -3.75995 -1.58512 0.3 -0.2 0.0 0.34
H -9.24875 -4.39020 -2.12481 -0.2 0.1 0.1 0.40
H -11.77054 -1.92441 -0.83096 0.2 0.0 0.4 0.38
H -13.02905 -1.10486 1.16567 0.3 -0.1 0.0 0.36
H -11.80583 -0.70768 3.29517 0.2 -0.2 -0.3 0.24
H -8.26900 -1.62467 3.72404 -0.2 0.2 0.2 -0.59
H -10.43201 -2.32124 4.85495 0.0 0.1 0.0 0.44
H -9.36671 -1.34709 5.87887 -0.1 0.1 -0.1 0.41
H -10.78674 -0.58863 5.11918 0.1 -0.2 0.1 0.40
H -8.01110 0.79002 3.07502 0.0 0.0 0.2 0.34
H -9.49801 1.15907 3.97309 0.3 0.0 0.1 0.32
H -8.04818 0.58209 4.85515 -0.1 0.1 -0.2 0.34
H -6.46040 -4.34800 -0.23525 0.1 -0.2 -0.1 -0.99
H -7.50873 -6.56387 0.24683 0.2 0.0 -0.2 0.34
H -7.14553 -6.37938 -1.49028 0.1 -0.1 0.2 0.41
H -6.08177 -7.37707 -0.44848 -0.3 0.2 -0.1 0.35
H -4.06913 -4.26091 -1.01395 -0.1 0.0 -0.1 0.33
H -4.07520 -6.02177 -1.14459 0.0 0.1 -0.2 0.31
H -5.10185 -5.05239 -2.23881 0.1 0.0 0.2 0.43
H -4.35540 -7.25388 0.83640 0.0 0.3 0.5 0.36
H -3.48701 -7.50584 3.17948 0.0 0.3 -0.1 0.36
H -3.97022 -5.72489 4.88912 -0.2 -0.1 -0.6 0.35
H -6.38823 -2.99229 4.10460 0.1 -0.1 0.2 -0.21
H -4.02714 -2.04462 3.93811 -0.2 0.0 0.3 0.18
H -4.78872 -1.72965 5.53101 0.2 -0.3 -0.2 0.39
H -3.58523 -3.06475 5.30814 -0.2 0.3 0.1 0.32
H -6.67946 -5.02060 5.61116 0.1 0.1 0.1 0.39
H -5.08322 -4.64465 6.31939 -0.3 0.1 0.1 0.37
H -6.43596 -3.48607 6.48999 0.1 -0.2 0.0 0.44
H -4.39347 0.50884 2.04218 0.2 -0.3 -0.3 0.77
H -2.05207 1.19500 1.54239 -0.1 -0.2 0.1 0.43
H -0.96891 -2.90810 0.86851 -0.2 0.1 0.0 0.52
H -3.33432 -3.61008 1.21795 0.1 0.3 -0.2 0.63
H -5.40429 0.45989 0.02920 -0.5 0.4 0.5 0.40
H -7.21129 0.94739 0.53075 0.3 0.2 -0.4 0.34
F 5.09349 7.13869 2.13326 -0.7 -1.9 0.6 -0.22
C 4.63622 5.84750 2.31792 0.6 0.0 0.7 0.66
F 5.68507 5.00249 2.15303 -1.5 1.0 0.2 -0.18
F 4.19780 5.71089 3.63120 0.8 0.5 -1.7 -0.22
S 3.16488 5.61758 1.22080 0.7 -0.2 -0.8 -0.03
N 3.51246 4.17023 0.29073 -0.1 1.1 0.3 0.08
C 2.40997 3.59226 -0.40297 -0.6 0.0 0.1 0.16
O 1.33211 4.12813 -0.57360 1.4 -0.8 0.5 -0.60
C 2.94979 2.24605 -0.80851 -0.1 -0.4 -0.1 0.57
C 4.31441 2.22383 -0.58827 0.4 -0.1 -0.1 0.46
C 5.06391 1.05352 -0.69777 -0.3 0.3 -0.1 -0.49
C 4.38237 -0.14414 -1.01156 -0.2 0.7 0.2 -0.63
C 2.99344 -0.11526 -1.23172 0.5 0.0 -0.2 -0.35
C 2.28875 1.08971 -1.18022 -0.4 0.5 -0.2 -0.54
C 4.72392 3.62743 -0.22710 1.7 0.2 -0.4 0.09
O 5.79456 4.17788 -0.42751 -2.0 -0.8 0.8 -0.54
H 6.13153 1.12255 -0.49787 -0.2 -0.3 -0.2 0.48
H 4.92534 -1.08879 -1.07739 -0.2 0.3 0.1 0.38
H 2.46060 -1.04499 -1.44543 0.2 0.4 0.0 0.42
H 1.22711 1.19210 -1.38836 0.4 -0.4 0.0 0.47

# 5
19
Properties=species:S:1:pos:R:3:forces:R:3:mulliken_charge:R:1 method="wB97M-V/def2-TZVPD" e_above_lowest_ev=5.198 e_lumo_ev=0.734 e_homo_ha=-0.346 total_charge=0 homo_lumo_gap_ev=10.147
C -2.17722 -0.16025 0.81772 0.0 0.0 0.0 -1.13
C -1.18681 0.83992 0.22053 0.1 0.0 0.0 -0.55
C -0.40015 0.25562 -0.93642 -0.1 0.0 0.0 0.09
C 0.94839 0.79198 -1.33463 0.1 0.1 -0.1 -0.91
C 0.83347 -0.59127 -0.77028 0.0 -0.1 0.0 -0.08
C 1.49599 -0.99334 0.52081 -0.4 0.1 0.0 0.03
O 2.74632 -1.41169 0.46020 0.1 -0.2 0.0 -0.69
H -2.87397 -0.52516 0.05390 0.1 0.1 0.1 0.31
H -2.76871 0.29408 1.61953 0.1 -0.1 -0.1 0.37
H -1.65871 -1.03202 1.23344 -0.1 0.1 -0.1 0.25
H -0.50639 1.20701 1.00020 -0.1 -0.1 -0.1 0.28
H -1.73214 1.72018 -0.14517 0.1 -0.1 0.1 0.32
H -1.03525 -0.05466 -1.76633 0.1 0.0 0.1 0.37
H 1.19281 0.91104 -2.38558 -0.1 0.0 0.2 0.27
H 1.39227 1.54348 -0.68240 -0.1 -0.1 -0.1 0.24
H 0.96831 -1.41658 -1.46917 0.0 0.1 0.1 0.41
H 1.55915 0.29329 1.22181 0.0 -0.1 -0.1 -0.02
H 0.82488 -1.45527 1.27064 0.1 0.0 -0.1 0.30
H 2.37777 -0.21636 1.07119 0.0 0.2 0.1 0.17

# 6
15
Properties=species:S:1:pos:R:3:forces:R:3:mulliken_charge:R:1 method="wB97M-V/def2-TZVPD" e_above_lowest_ev=7.216 e_lumo_ev="-1.122 / -1.232" e_homo_ha="-0.330 / -0.323" total_charge=0 homo_lumo_gap_ev="7.867 / 7.559"
C -0.38307 1.97403 -1.60893 0.4 1.6 0.3 0.09
C 0.06863 0.88077 -1.83064 -1.2 0.5 -0.5 0.06
C 0.37249 -0.45744 -2.00472 -0.4 1.3 3.5 -1.05
C 0.39816 -1.11261 0.33656 0.4 -3.5 -3.6 -0.69
N -0.82053 -0.66168 2.68168 2.9 -2.2 -4.8 -0.56
O -0.58795 1.14020 0.97675 -0.1 -0.2 -0.7 -0.60
O -2.14893 -0.78237 0.51672 0.2 -0.1 -0.9 -0.62
S -0.88375 -0.26673 0.94527 -1.5 1.5 4.9 1.04
H -0.54260 3.01871 -1.32147 -0.1 -1.1 -0.4 0.38
H -0.37518 -1.10512 -2.30131 -1.0 -1.4 -0.8 0.39
H 1.39182 -0.55129 -2.10612 2.1 -1.3 -0.6 0.36
H 1.34740 -0.70999 0.33610 1.6 1.2 0.7 0.44
H 0.44436 -2.26922 0.30856 -0.7 2.1 0.2 0.28
H -1.27893 -0.12015 3.30588 -2.0 2.3 1.9 0.23
H -1.08520 -1.61998 2.67156 -0.5 -0.8 0.7 0.25